No. 1
{
  "formula": "HNO3",
  "method": "ωB97M-V/def2-TZVPD",
  "homo_lumo_gap_ev": [11.75, 7.40],
  "lumo_energy_ha": [0.022, -0.037],
  "largest_force_ev_per_a": 2.1,
  "relative_energy_kcal_mol": 26.2,
  "homo_energy_ev": [-11.1593, -8.4065],
  "species": ["H", "O", "N", "O", "O"],
  "coordinates": [[0.24, -1.07, 0.88], [-1.00, -1.37, -0.44], [0.71, 1.73, -0.96], [-0.48, -0.56, 0.47], [0.53, 1.27, 0.06]]
}

---

No. 2
{
  "formula": "C15H17F5N2Zr",
  "method": "ωB97M-V/def2-TZVPD",
  "homo_lumo_gap_ev": [4.00, 4.00],
  "lumo_energy_ha": [-0.439, -0.439],
  "charge": 2,
  "largest_force_ev_per_a": 4.2,
  "homo_energy_ev": [-15.9552, -15.9552],
  "species": ["H", "C", "C", "H", "C", "H", "H", "C", "N", "H", "C", "C", "H", "H", "C", "N", "C", "H", "C", "C", "C", "F", "F", "F", "C", "C", "H", "H", "H", "H", "H", "F", "H", "C", "F", "C", "H", "H", "H", "Zr"],
  "coordinates": [[-3.83, -0.72, 1.10], [-0.22, 0.16, 2.57], [2.48, 0.45, -2.05], [-1.22, -2.84, 0.93], [0.43, 2.20, -1.71], [-0.62, 3.11, 1.49], [2.83, -2.22, -1.74], [1.24, 0.59, 2.48], [-0.05, -1.50, -0.14], [0.31, -4.74, 0.66], [-1.45, 2.55, 1.02], [1.95, -2.39, -1.14], [-2.22, 1.17, -2.08], [-2.24, 2.66, 1.78], [-2.92, 0.84, -1.32], [0.24, 0.92, -1.30], [2.70, 1.76, -2.41], [-1.76, 3.28, 0.24], [1.04, -1.33, -0.95], [0.56, -3.80, 0.20], [-2.80, -1.14, 1.24], [1.79, 0.74, 3.70], [1.39, 1.76, 1.80], [-0.80, 0.91, 3.59], [1.25, 0.03, -1.50], [1.72, -3.62, -0.55], [1.76, 3.70, -2.46], [-2.71, -1.86, 0.39], [2.43, -4.44, -0.65], [-2.31, -1.01, 2.21], [3.29, -0.27, -2.10], [-0.19, -1.18, 3.00], [3.66, 2.11, -2.79], [1.64, 2.65, -2.23], [1.92, -0.40, 1.83], [-0.29, -2.72, 0.37], [-0.41, 2.88, -1.56], [-3.53, -0.08, -1.53], [-3.51, 1.44, -0.65], [-1.54, 0.34, 0.29]]
}

---

No. 3
{
  "formula": "C30H35N4OPd",
  "method": "ωB97M-V/def2-TZVPD",
  "homo_lumo_gap_ev": [8.67, 4.60],
  "lumo_energy_ha": [-0.308, -0.472],
  "charge": 3,
  "largest_force_ev_per_a": 0.6,
  "relative_energy_kcal_mol": 38.0,
  "homo_energy_ev": [-17.0521, -17.4435],
  "spin_multiplicity": 5,
  "species": ["H", "H", "C", "C", "H", "H", "H", "C", "C", "H", "H", "C", "N", "C", "H", "C", "C", "H", "C", "H", "H", "C", "H", "C", "C", "C", "C", "C", "H", "H", "C", "C", "C", "Pd", "H", "H", "O", "C", "H", "H", "H", "H", "C", "H", "H", "C", "H", "H", "C", "C", "N", "H", "H", "C", "H", "C", "H", "C", "H", "H", "C", "H", "H", "N", "H", "C", "H", "C", "N", "C", "H"],
  "coordinates": [[2.24, -3.52, -2.93], [0.28, 1.83, 2.83], [3.56, 2.29, 0.05], [1.75, -2.56, -3.01], [-1.23, 3.05, 4.54], [-0.18, -1.95, 2.44], [1.85, -1.37, 2.44], [-2.84, 2.07, -1.89], [-1.50, 1.01, 3.81], [-4.12, 1.04, 4.23], [0.59, 0.68, 4.13], [-3.65, -3.33, 0.41], [0.88, -1.86, 0.63], [-2.74, -1.54, -0.88], [-2.20, 4.79, 0.21], [1.18, -1.97, -1.90], [-3.89, 1.38, 3.23], [0.99, -0.12, -5.24], [2.31, 1.81, -0.28], [0.02, 0.84, -3.16], [-1.89, 1.53, -1.78], [2.68, -0.17, 0.90], [0.39, -3.47, -0.63], [-3.38, 2.36, 0.61], [-4.63, 2.42, 1.14], [-1.99, 4.10, -0.61], [-0.13, -2.49, 1.50], [1.68, -1.90, -4.23], [-1.01, 3.65, -0.44], [-4.68, -2.36, -1.23], [-1.45, -2.50, 0.82], [1.16, -2.70, -0.58], [-4.91, 1.89, 2.42], [-0.15, 0.05, -0.15], [-5.43, 2.91, 0.58], [2.11, -3.21, -0.43], [-1.20, 1.48, 0.87], [4.39, 1.49, 0.84], [2.12, -2.35, -5.12], [3.88, 3.26, -0.30], [-2.48, 2.16, 5.41], [4.58, -0.40, 1.86], [-2.58, 1.35, 2.80], [-5.92, 1.95, 2.81], [-2.31, -4.13, 1.90], [2.10, -1.47, 1.38], [-4.02, 3.55, -0.98], [-0.78, 1.80, 5.70], [-3.78, -2.41, -0.62], [0.52, -0.13, -3.16], [-1.62, -1.58, -0.15], [-4.45, -4.02, 0.63], [-1.95, 4.68, -1.53], [-1.51, 2.07, 4.94], [0.06, 0.10, 2.55], [1.05, -0.66, -4.31], [-2.78, -0.81, -1.68], [3.95, 0.24, 1.26], [-2.77, 2.63, -2.82], [5.38, 1.83, 1.11], [-3.09, 3.03, -0.73], [-3.65, 1.35, -2.00], [1.63, 2.38, -0.90], [1.90, 0.62, 0.16], [2.85, -2.26, 1.30], [-2.35, 1.70, 1.41], [-1.79, 0.05, 4.26], [-2.46, -3.39, 1.13], [0.58, -0.78, -1.98], [-0.06, 0.90, 3.29], [0.19, -3.52, 1.73]]
}